An isolated molecule of CH5BrO3Si in a non-equilibrium geometry, computed with ωB97M-V with the def2-TZVPD basis set.

Last column: natural (NBO) charge in e.
Positions of all 11 atoms, in Å:
C: -1.283515 -0.200422 0.747864  -0.9352
O: 1.055755 1.516698 0.141538  -1.0804
O: 1.403501 -1.089035 0.055215  -1.0965
O: -0.219960 0.006306 -1.826774  -1.0947
Si: 0.359206 0.111830 -0.316081  2.2348
Br: -0.798898 -0.767590 2.514682  0.0109
H: -1.985128 0.660141 0.748458  0.2386
H: -1.635241 -0.973419 0.161628  0.2195
H: 0.586183 2.262223 0.203039  0.4915
H: 2.336522 -0.939569 -0.023124  0.5083
H: 0.181575 -0.587162 -2.406445  0.5033

Forces on atoms 1 to 2 (eV/Å):
2.3827 2.4113 -0.6577
2.9238 -4.3655 -0.8091

Values from the calculation:
total charge: 0
structure (SMILES): O[Si](O)(O)CBr
gap between HOMO and LUMO: 9.73 eV
HOMO energy: -9.40 eV
strongest force on any atom: 5.32 eV/A